*a*
# C2H6F2P

A 2-piece molecular cluster, C2H6F2P overall (ωB97M-V with the def2-TZVPD basis set, the OMol25 dataset).

Output
lowest unoccupied orbital energy	-6.98	eV
net charge	+1
M	99.040	g/mol

CARTESIAN COORDINATES (ANGSTROEM)
C  0.314  -0.633  -1.492
C  0.418  0.631  1.590
F  -1.209  -1.246  0.695
F  -1.895  0.979  -0.968
P  -0.264  -0.158  0.135
H  -0.656  -1.156  -1.931
H  1.141  -1.219  -1.467
H  0.551  0.241  -2.117
H  0.251  1.765  1.436
H  1.501  0.711  1.619
H  -0.151  0.084  2.499

=====

*b*
# C2H6F2P

A 2-piece molecular cluster, C2H6F2P overall (ωB97M-V with the def2-TZVPD basis set, the OMol25 dataset).

Output
lowest unoccupied orbital energy	-6.95	eV
net charge	+1
M	99.040	g/mol

CARTESIAN COORDINATES (ANGSTROEM)
C  0.480  2.168  0.514
C  -0.782  -1.756  -0.076
F  1.159  -1.542  -1.801
F  0.473  0.775  0.044
P  0.939  -1.620  -0.296
H  0.095  2.698  -0.376
H  -0.268  2.167  1.306
H  1.463  2.347  0.860
H  -1.244  -2.220  -0.986
H  -1.271  -0.777  -0.062
H  -1.046  -2.241  0.872

=====

Need the numbers? Relative energies in kcal/mol: *a* 26.3; *b* 0.0.

=====

*a*
# C12H24O12

C12H24O12 as an isolated structure (ωB97M-V with the def2-TZVPD basis set, the OMol25 dataset).

Output
lowest unoccupied orbital energy	0.42	eV
M	360.312	g/mol

CARTESIAN COORDINATES (ANGSTROEM)
C  3.434  1.709  -0.117
O  3.561  2.132  -1.477
C  4.690  2.788  -1.753
O  5.635  2.793  -0.978
O  4.608  3.234  -2.995
C  5.845  3.800  -3.535
H  3.699  2.551  0.521
H  4.029  0.802  -0.009
H  2.366  1.500  -0.048
H  6.662  3.114  -3.759
H  6.187  4.477  -2.751
H  5.681  4.509  -4.347
C  1.386  -3.532  3.681
O  0.507  -3.056  2.615
C  -0.738  -3.590  2.468
O  -1.374  -4.479  3.070
O  -1.300  -2.808  1.540
C  -2.657  -2.862  1.284
H  0.933  -3.058  4.552
H  2.348  -3.049  3.513
H  1.564  -4.605  3.602
H  -3.177  -2.181  0.611
H  -3.120  -2.690  2.256
H  -2.935  -3.820  0.845
C  -1.603  -2.323  -1.012
O  -0.380  -1.952  -0.467
C  0.143  -0.759  -0.919
O  -0.370  -0.017  -1.729
O  1.308  -0.651  -0.410
C  2.092  0.422  -0.849
H  -1.332  -2.595  -2.033
H  -2.391  -1.570  -1.009
H  -1.927  -3.226  -0.495
H  3.055  0.320  -0.348
H  1.796  1.436  -0.581
H  2.428  0.418  -1.886
C  -2.742  0.568  -1.453
O  -3.431  1.672  -0.806
C  -4.264  1.396  0.216
O  -4.754  0.319  0.378
O  -4.582  2.509  0.887
C  -5.572  2.409  1.954
H  -2.461  -0.209  -0.743
H  -1.828  0.892  -1.952
H  -3.457  0.175  -2.175
H  -5.499  3.212  2.687
H  -5.515  1.459  2.486
H  -6.550  2.414  1.472

=====

*b*
# C12H24O12

A 4-piece molecular cluster, C12H24O12 overall (ωB97M-V with the def2-TZVPD basis set, the OMol25 dataset).

Output
lowest unoccupied orbital energy	0.65	eV
M	360.312	g/mol

CARTESIAN COORDINATES (ANGSTROEM)
C  -0.540  -20.084  12.159
O  0.733  -20.456  11.613
C  1.475  -19.538  11.018
O  1.099  -18.455  10.644
O  2.651  -20.091  10.739
C  3.602  -19.263  10.070
H  -0.329  -19.751  13.168
H  -1.145  -20.986  12.064
H  -1.088  -19.426  11.482
H  3.884  -18.434  10.708
H  3.209  -18.968  9.097
H  4.471  -19.884  9.864
C  1.721  -24.115  15.607
O  0.987  -23.199  16.383
C  0.377  -22.194  15.790
O  0.053  -22.155  14.635
O  0.156  -21.233  16.674
C  -0.396  -20.027  16.185
H  2.015  -24.948  16.246
H  2.666  -23.707  15.244
H  1.099  -24.527  14.812
H  0.428  -19.482  15.707
H  -0.676  -19.405  17.032
H  -1.221  -20.029  15.476
C  3.819  -20.311  14.219
O  4.737  -19.701  13.320
C  5.018  -18.423  13.552
O  4.644  -17.731  14.450
O  5.819  -18.025  12.579
C  6.192  -16.651  12.575
H  3.812  -21.395  14.240
H  2.812  -20.101  13.823
H  3.823  -19.799  15.180
H  5.317  -16.044  12.336
H  6.986  -16.525  11.849
H  6.518  -16.308  13.558
C  2.121  -16.535  13.033
O  1.434  -15.313  13.248
C  2.149  -14.318  13.767
O  3.344  -14.344  13.911
O  1.346  -13.298  13.998
C  1.943  -12.089  14.440
H  2.576  -16.820  13.979
H  2.778  -16.469  12.166
H  1.418  -17.334  12.802
H  1.229  -11.282  14.315
H  2.831  -11.897  13.838
H  2.229  -12.134  15.490

=====

Need the numbers? Relative energies in kcal/mol: *a* 258.8; *b* 0.0.

=====

*a*
# C4H14O2

A 3-piece molecular cluster, C4H14O2 overall (ωB97M-V with the def2-TZVPD basis set, the OMol25 dataset).

Output
lowest unoccupied orbital energy	0.46	eV
M	94.154	g/mol

CARTESIAN COORDINATES (ANGSTROEM)
C  0.352  -1.683  0.649
C  1.340  -0.533  0.413
C  0.883  -0.020  -0.913
C  1.399  0.475  1.555
H  -0.580  -1.821  0.083
H  0.839  -2.647  0.281
H  -0.009  -1.785  1.679
H  2.332  -1.077  0.343
H  1.191  0.999  -1.107
H  -0.214  0.336  -0.940
H  0.968  -0.716  -1.711
H  1.504  -0.028  2.541
H  2.249  1.151  1.347
H  0.589  1.181  1.633
H  -1.600  2.951  0.366
H  -2.229  1.862  -0.535
O  -2.426  2.403  0.294
H  -2.463  -0.549  -1.306
H  -2.021  -0.471  -2.830
O  -2.104  -0.029  -1.843

=====

*b*
# C4H14O2

A 3-piece molecular cluster, C4H14O2 overall (ωB97M-V with the def2-TZVPD basis set, the OMol25 dataset).

Output
lowest unoccupied orbital energy	0.81	eV
M	94.154	g/mol

CARTESIAN COORDINATES (ANGSTROEM)
C  -0.908  -2.490  0.380
C  -0.734  -1.074  -0.132
C  -1.116  -0.043  0.930
C  0.703  -0.901  -0.589
H  -0.683  -3.184  -0.429
H  -0.206  -2.702  1.182
H  -1.915  -2.679  0.754
H  -1.442  -0.910  -0.945
H  -0.594  0.919  0.822
H  -0.979  -0.350  1.972
H  -2.161  0.261  0.838
H  1.000  -1.627  -1.340
H  0.901  0.073  -1.026
H  1.376  -1.077  0.244
H  -0.769  4.314  -4.052
H  -0.969  4.597  -2.540
O  -0.383  4.191  -3.185
H  2.188  0.838  2.230
H  3.699  0.640  2.280
O  2.993  1.204  2.606

=====

Need the numbers? Relative energies in kcal/mol: *a* 43.5; *b* 0.0.

=====

*a*
# C3H14N2O2

A 3-piece molecular cluster, C3H14N2O2 overall (ωB97M-V with the def2-TZVPD basis set, the OMol25 dataset).

Output
lowest unoccupied orbital energy (spin up / spin down)	-3.10 / -8.68	eV
net charge	+1
2S+1	2
M	110.157	g/mol

CARTESIAN COORDINATES (ANGSTROEM)
N  0.246  -1.778  1.613
C  0.680  -1.725  0.251
C  -0.288  -0.874  -0.689
C  0.417  -0.353  -1.903
N  -0.128  0.956  -2.181
H  0.495  -0.981  2.231
H  -0.755  -1.735  1.867
H  1.643  -1.226  0.327
H  0.834  -2.704  -0.188
H  -0.693  -0.123  -0.006
H  -1.102  -1.570  -0.909
H  1.505  -0.253  -1.780
H  0.402  -1.097  -2.718
H  -1.117  0.990  -2.421
H  0.335  1.382  -2.981
H  -0.889  1.673  3.256
H  -1.358  0.876  2.070
O  -1.015  0.769  2.964
H  0.675  2.886  1.035
H  0.149  2.084  -0.222
O  -0.036  2.804  0.382

=====

*b*
# C3H14N2O2

A 3-piece molecular cluster, C3H14N2O2 overall (ωB97M-V with the def2-TZVPD basis set, the OMol25 dataset).

Output
lowest unoccupied orbital energy (spin up / spin down)	-3.29 / -8.52	eV
net charge	+1
2S+1	2
M	110.157	g/mol

CARTESIAN COORDINATES (ANGSTROEM)
N  0.101  1.284  -0.634
C  -0.794  0.272  -1.164
C  -2.179  0.445  -0.510
C  -0.313  -1.163  -0.739
N  1.069  -1.427  -0.720
H  -0.318  1.841  0.071
H  0.431  1.878  -1.387
H  -0.774  0.425  -2.242
H  -2.731  -0.492  -0.406
H  -2.823  1.085  -1.101
H  -1.983  0.819  0.473
H  -0.649  -1.358  0.275
H  -0.745  -1.932  -1.379
H  1.535  -1.337  -1.618
H  1.587  -0.971  0.033
H  2.569  1.571  0.493
H  3.190  0.132  0.535
O  2.733  0.803  1.048
H  0.527  -0.072  2.671
H  -0.630  -1.088  2.995
O  0.196  -0.714  3.306

=====

Need the numbers? Relative energies in kcal/mol: *a* 3.9; *b* 0.0.

=====

*a*
# C3H5F2OP

A 2-piece molecular cluster, C3H5F2OP overall (ωB97M-V with the def2-TZVPD basis set, the OMol25 dataset).

Output
lowest unoccupied orbital energy (spin up / spin down)	-0.39 / -0.40	eV
M	126.042	g/mol

CARTESIAN COORDINATES (ANGSTROEM)
C  2.063  -0.079  -0.356
C  1.154  0.398  0.495
C  -0.083  0.986  0.068
O  -2.018  -1.714  -0.384
F  -0.491  2.085  0.754
F  -0.212  1.250  -1.253
P  -2.438  -0.285  0.297
H  2.996  -0.476  -0.007
H  1.905  -0.040  -1.420
H  1.304  0.392  1.566
H  -2.050  -1.740  -1.341
H  -2.129  -0.778  1.581

=====

*b*
# C3H5F2OP

The molecule C3H5F2OP (ωB97M-V with the def2-TZVPD basis set, the OMol25 dataset).

Output
lowest unoccupied orbital energy	0.45	eV
M	126.042	g/mol

CARTESIAN COORDINATES (ANGSTROEM)
C  0.396  -0.638  0.140
C  1.049  -1.052  -1.134
C  -0.497  0.615  0.080
O  0.462  -1.209  1.196
F  -1.211  0.521  -1.234
F  0.224  1.742  -0.075
P  -1.623  0.653  1.565
H  2.097  -1.290  -0.960
H  0.948  -0.290  -1.901
H  0.561  -1.968  -1.476
H  -1.883  2.016  1.413
H  -0.523  0.900  2.387

=====

Need the numbers? Relative energies in kcal/mol: *a* 37.7; *b* 0.0.

=====

*a*
# C2H2F2O

A 2-piece molecular cluster, C2H2F2O overall (ωB97M-V with the def2-TZVPD basis set, the OMol25 dataset).

Output
lowest unoccupied orbital energy (spin up / spin down)	-0.90 / -0.89	eV
M	80.033	g/mol

CARTESIAN COORDINATES (ANGSTROEM)
C  -2.125  0.067  -0.284
C  1.950  -0.268  0.094
O  2.824  -0.961  0.346
F  -3.292  -0.317  0.375
F  0.823  -0.125  0.750
H  -2.044  1.158  -0.471
H  1.864  0.446  -0.810

=====

*b*
# C2H2F2O

A 2-piece molecular cluster, C2H2F2O overall (ωB97M-V with the def2-TZVPD basis set, the OMol25 dataset).

Output
lowest unoccupied orbital energy	-0.34	eV
M	80.033	g/mol

CARTESIAN COORDINATES (ANGSTROEM)
C  -1.970  -0.088  0.244
C  1.484  0.524  -0.229
O  0.536  0.654  -0.946
F  -2.576  0.947  -0.350
F  2.289  -0.478  -0.102
H  -2.776  -0.910  0.014
H  1.796  1.373  0.451

=====

Need the numbers? Relative energies in kcal/mol: *a* 7.1; *b* 0.0.